{"formula": "CH7N3", "method": "ωB97M-V/def2-TZVPD", "homo_lumo_gap_ev": [3.4, 7.0], "s2": 0.7534, "charge": -1, "spin_multiplicity": 2, "e_homo_ev": [1.510, -2.276], "max_force_ev_per_a": 1.23, "species": ["N", "H", "H", "H", "N", "C", "N", "H", "H", "H", "H"], "coordinates": [[1.6001, -1.6692, 0.5198], [2.3522, -1.1523, 0.1110], [0.6240, -1.4023, 0.4734], [1.9422, -2.2526, 1.2479], [-0.3184, 1.0726, -1.2036], [-1.1514, 1.1792, -0.0499], [-1.2858, 0.0407, 0.6632], [-0.1916, 1.8427, -1.8253], [-0.0253, 0.1357, -1.4141], [-1.3775, 2.1939, 0.3159], [-2.1686, 0.0115, 1.1618]], "nbo_charge": [-1.19, 0.35, 0.43, 0.34, -0.93, -0.05, -1.05, 0.35, 0.37, 0.08, 0.30]}

***

{"formula": "C3H8OS2", "method": "ωB97M-V/def2-TZVPD", "homo_lumo_gap_ev": 8.7, "smiles": "CC=O.CSS", "e_homo_ev": -8.427, "max_force_ev_per_a": 0.59, "species": ["C", "C", "O", "H", "H", "H", "H", "C", "S", "S", "H", "H", "H", "H"], "coordinates": [[0.4105, -1.6023, 2.3307], [1.4669, -1.1525, 1.3631], [2.4047, -1.8190, 1.0246], [0.0343, -0.7408, 2.8851], [-0.4552, -1.9893, 1.7908], [0.7742, -2.3465, 3.0361], [1.2945, -0.1200, 0.9923], [-2.5359, 1.0497, -0.6477], [-1.0298, 0.0460, -0.7171], [0.2758, 1.5675, -1.3543], [-3.1453, 0.9161, -1.5287], [-3.1068, 0.7467, 0.2205], [-2.2469, 2.0806, -0.4501], [1.3632, 0.8083, -1.1635]], "nbo_charge": [-0.73, 0.45, -0.52, 0.22, 0.24, 0.23, 0.10, -0.74, 0.07, -0.15, 0.22, 0.23, 0.23, 0.14]}